11
Properties=species:S:1:pos:R:3:forces:R:3 method="wB97M-V/def2-TZVPD" gap_ev=9.75 lumo_ev=0.40 e_above_lowest_kj_mol=244.8
S 2.06033 -0.12891 -0.54653 -2.223 1.061 0.948
O 2.44461 -0.85020 0.67180 1.522 -0.935 0.508
O -2.56513 -0.88410 -1.21257 0.923 1.049 -1.246
O -3.15770 -2.08210 0.63398 -0.079 -1.005 1.947
C -2.78586 -1.46803 -0.25159 -0.919 -0.097 -0.702
C 0.28350 0.24395 -0.08963 5.090 0.317 4.982
C 1.27088 1.42736 0.11228 -1.164 -1.350 -1.821
H -0.50072 0.18914 -0.69014 -3.114 0.277 -2.746
H 1.60114 1.65988 1.13412 -0.199 0.128 -0.752
H 1.11847 2.14155 -0.70538 0.524 0.384 0.803
H 0.23047 -0.24854 0.94366 -0.361 0.171 -1.921